The following is a DFT calculation (the ωB97M-V functional and the def2-TZVPD basis) of a structure of composition C5H69BNNbO27P in a non-equilibrium geometry.

Geometry as XYZ:
```
105
C5H69BNNbO27P (the ωB97M-V functional and the def2-TZVPD basis)
O 6.168 -3.171 0.912
C -0.484 0.380 -3.646
H -1.726 -9.628 -0.700
H 2.023 2.525 1.779
C -1.161 -2.951 0.617
H -2.610 -8.393 1.767
H -0.966 11.127 4.019
H -3.414 -5.932 -0.108
O 3.049 5.963 7.056
H -0.572 1.357 0.928
O 3.090 -0.396 2.230
C -1.076 -0.550 -1.355
O 1.227 8.201 5.548
H 6.250 -2.303 1.324
O -0.907 10.432 4.682
H -9.242 0.644 -4.152
Nb 0.559 0.161 0.064
O -8.900 -0.134 -3.700
H -5.300 -1.130 -0.021
O 1.980 10.952 6.075
H 3.281 5.290 6.404
H 0.478 -0.065 -3.363
C -2.871 0.482 -2.769
H 1.214 1.890 2.979
O 2.289 -0.056 -7.917
H -5.368 -1.425 3.945
H 2.949 -1.237 1.758
O -2.796 -7.732 2.444
H -0.837 0.806 -8.763
H 5.403 1.462 5.331
N 2.132 1.843 2.534
H -4.358 0.111 1.648
P -0.334 -1.673 1.662
O -1.338 -5.894 -2.689
O 4.322 5.530 -6.622
H 4.335 4.505 3.893
H 2.509 1.393 -5.963
O -0.595 0.172 -8.083
H -6.295 -0.658 -2.528
O -6.018 0.207 -2.852
H -0.425 -3.420 -0.048
O 5.202 1.833 4.461
H -1.973 -2.529 0.010
O -3.864 0.034 0.819
H -1.594 -3.731 1.255
H 4.310 2.609 -7.281
H 5.862 -0.282 3.789
H -3.479 0.705 -1.885
H 7.035 -3.577 0.978
H -3.117 -0.552 -3.041
H 1.751 10.015 6.167
H 2.918 6.756 6.524
H -3.042 -8.969 -0.352
H 7.300 0.177 6.291
H -0.961 -0.304 -4.366
H -9.293 -0.103 -2.822
H 3.069 3.732 3.498
O -2.092 -8.877 -0.218
H -6.531 -0.570 3.431
H 4.645 6.077 -5.901
H -3.185 1.159 -3.572
H 2.216 2.716 -5.275
H 2.102 0.560 -8.630
O 6.418 -0.045 6.606
H -0.264 1.316 -4.167
O -5.702 -0.976 3.162
H -1.167 1.536 -1.952
O 1.782 1.953 -5.668
H -2.371 -11.375 0.582
H -2.669 -6.901 1.965
H 1.040 1.695 -0.861
H -5.610 -2.580 -0.399
H -1.392 0.043 -7.560
O -2.748 -11.639 -0.264
O 5.383 -1.115 3.855
H 0.707 8.606 4.843
O -2.463 -5.846 0.011
H 0.772 7.378 5.755
H 1.125 11.366 5.926
H -4.016 0.850 0.331
C -1.377 0.559 -2.411
O 4.578 2.630 -6.356
H 6.085 -0.689 5.962
H -1.996 -0.739 -0.786
H 4.384 2.335 4.584
H 1.902 -0.803 -0.783
H -2.080 -6.583 -0.486
O -1.642 -1.113 2.567
O 3.483 4.213 4.233
H 3.936 -3.240 0.685
O -5.767 -1.674 -0.677
H -2.884 -12.588 -0.200
H -6.668 0.448 -3.519
H -0.804 -1.472 -1.893
H 1.421 -0.164 -7.503
H 5.376 2.095 -6.311
O 3.118 -2.952 1.102
H -1.828 -5.084 -2.508
H 4.386 4.621 -6.294
B 2.134 0.512 1.838
H 2.408 -3.463 0.705
H 4.499 -0.867 3.524
H -1.789 10.368 5.060
H -2.198 -0.585 1.982
H -0.442 -5.598 -2.876
```

Calculated values
- LUMO (eV) = 1.573
- energy (eV) = -74591.628
- Kohn-Sham gap (Eh) = 0.183
- HOMO (eV) = -3.3989
- M (g mol⁻¹) = 710.28
- charge = -1